1.
The following is a DFT calculation (ωB97M-V with the def2-TZVPD basis set) of a structure of composition C4H8CuO3 at a distorted geometry.

Structure (XYZ):
```
16
C4H8CuO3, DFT ωB97M-V with the def2-TZVPD basis set
Cu -3.5701 -1.1164 2.5898
O -0.7291 -0.9971 -0.1647
O -0.2644 -0.9800 1.9568
O -2.3456 -1.0818 1.3752
C 1.9561 1.0030 -0.8831
C -1.1606 -1.1363 1.0256
C -1.5911 -0.3894 -1.1652
C 2.0200 0.6646 0.4549
H -0.9600 -0.3037 -2.0503
H 2.9674 1.4008 -0.1848
H 1.3596 1.8649 -1.1927
H -2.4625 -1.0354 -1.3092
H 1.7252 1.3835 1.2290
H 2.6321 -0.1836 0.7877
H -1.8946 0.6079 -0.8323
H 2.3174 0.2988 -1.6366
```

HOMO (alpha / beta), Ha: -0.914 / -0.908
E, Ha: -2021.89684
Multiplicity: 3
Net charge: +3
Gap between HOMO and LUMO (alpha / beta), eV: 9.75 / 5.88

=====

2.
The following is a DFT calculation (ωB97M-V with the def2-TZVPD basis set) of a structure of composition C4H8F18LiO3P3 at a distorted geometry.

Structure (XYZ):
```
37
C4H8F18LiO3P3, DFT ωB97M-V with the def2-TZVPD basis set
P 2.5128 2.2359 1.9532
P -2.5491 2.0982 2.2441
P 0.9217 -2.6027 1.7646
F 3.7686 1.5268 2.6656
F 0.5216 -1.0961 2.0672
F -3.6556 1.3862 3.1740
F -1.4500 2.7751 1.2670
F 1.9554 -2.6922 3.0122
F -3.4032 1.6493 0.9409
F -0.2706 -3.1333 2.7730
F 3.5479 2.7263 0.7821
F 2.1232 -2.1412 0.7953
F 2.7275 3.6072 2.7546
F 1.4615 1.7119 3.0533
F -1.6736 0.6938 2.2111
F 2.1811 0.9106 1.0287
F 1.2780 2.9326 1.1307
F -1.6572 2.5474 3.5280
F -3.3899 3.4821 2.3269
F -0.1529 -2.6177 0.5362
F 1.2775 -4.1824 1.4091
O -2.1193 0.4067 -1.9938
O -0.3055 0.2435 -0.7391
O -0.3235 -0.6468 -2.7578
C 1.0038 -1.1490 -2.5713
C -2.6618 0.2506 -3.2915
C -0.8963 0.0099 -1.7416
C 1.1212 -2.4341 -3.3789
Li 0.1339 0.7932 1.2627
H -2.9782 -0.7692 -3.5180
H 0.7313 -2.2849 -4.3854
H 2.1705 -2.7265 -3.4402
H 0.5814 -3.2408 -2.8825
H 1.2101 -1.3012 -1.5127
H -3.4897 0.9428 -3.3968
H 1.6433 -0.3907 -3.0336
H -1.8961 0.4785 -4.0372
```

HOMO, Ha: -0.240
E, Ha: -3213.04646
Net charge: -2
Gap between HOMO and LUMO, eV: 10.80

=====

3.
The following is a DFT calculation (ωB97M-V with the def2-TZVPD basis set) of an isolated molecule of C4H8F2 at a distorted geometry.

Structure (XYZ):
```
14
C4H8F2, DFT ωB97M-V with the def2-TZVPD basis set
F -1.5787 0.7386 -0.5058
F -1.2168 -0.9420 0.7614
C 0.7942 0.1960 -0.3031
C 1.0618 1.4709 0.4930
C 1.4603 -1.1615 -0.1227
C -0.5931 -0.1931 -0.2714
H 1.2529 0.4007 -1.3131
H 2.2245 1.5633 0.4830
H -0.5796 -0.9980 -1.1763
H 0.4744 1.3039 1.5352
H 2.6055 -1.1931 -0.5997
H 1.3417 -1.7341 0.8719
H 0.9526 -1.7726 -0.9944
H 0.5485 2.3869 0.1184
```

HOMO, Ha: -0.400
E, Ha: -356.85423
SMILES: CC(C)C(F)F
Net charge: 0
Gap between HOMO and LUMO, eV: 11.65

=====

4.
The following is a DFT calculation (ωB97M-V with the def2-TZVPD basis set) of a cluster of 2 separate species, C4H8F2N in total at a distorted geometry.

Structure (XYZ):
```
15
C4H8F2N, DFT ωB97M-V with the def2-TZVPD basis set
F 0.2445 -0.5753 2.4278
F -1.4385 1.3779 0.1789
N 0.9470 1.3841 -1.1013
C -0.7866 -1.5516 -0.0122
C 0.2446 -0.4603 0.1041
C 0.7262 -0.0173 1.3118
C 0.6513 0.1359 -1.0339
H -1.5810 -1.0012 -0.4880
H 0.6414 -0.4934 -1.9133
H 1.6486 0.4246 1.6122
H -0.6316 -2.2511 -0.7977
H 1.3199 1.8381 -1.9272
H -1.8326 1.1359 1.0073
H -0.9907 -2.0055 0.8806
H 0.8372 2.0592 -0.2492
```

HOMO, Ha: -0.533
E, Ha: -411.38269
Net charge: +1
Gap between HOMO and LUMO, eV: 9.07